(1)
The following is a quantum chemistry calculation of one molecule with the formula C7H14, from the Open Molecules 2025 dataset.

Properties
* energy: -7485.460 eV
* gap between HOMO and LUMO: 10.7746 eV

Structure (ORCA input):
```
! RIJCOSX wB97M-V def2-TZVPD def2/J DEFGRID3
* xyz 0 1
C -2.173 0.098 -0.195
C -0.999 -0.835 -0.493
C 0.321 -0.545 0.230
C 0.437 -1.291 1.544
C 1.611 -0.459 -0.546
C 1.074 0.771 0.135
C 0.652 1.971 -0.686
H -3.092 -0.342 -0.597
H -2.325 0.251 0.881
H -2.049 1.082 -0.657
H -1.330 -1.853 -0.227
H -0.824 -0.868 -1.573
H 0.477 -2.367 1.333
H -0.426 -1.100 2.192
H 1.348 -1.016 2.087
H 2.493 -0.954 -0.143
H 1.547 -0.476 -1.632
H 1.598 1.057 1.050
H -0.071 2.597 -0.150
H 0.206 1.679 -1.642
H 1.525 2.598 -0.912
*
```

Computed Löwdin charges, given in elementary charges: atom 1 (C): -0.10, atom 2 (C): -0.20, atom 3 (C): -0.46, atom 4 (C): -0.05, atom 5 (C): -0.08, atom 6 (C): -0.28, atom 7 (C): -0.08, atom 8 (H): 0.07, atom 9 (H): 0.08, atom 10 (H): 0.06, atom 11 (H): 0.11, atom 12 (H): 0.11, atom 13 (H): 0.09, atom 14 (H): 0.08, atom 15 (H): 0.08, atom 16 (H): 0.10, atom 17 (H): 0.11, atom 18 (H): 0.13, atom 19 (H): 0.07, atom 20 (H): 0.08, atom 21 (H): 0.08


(2)
The following is a quantum chemistry calculation of C8H9FeN4O4S4Sb as an isolated structure, from the Open Molecules 2025 dataset.

Properties
* ⟨S²⟩: 6.285
* energy: -106857.453 eV
* gap between HOMO and LUMO (spin up / spin down): 6.8122 / 6.3658 eV

Structure (ORCA input):
```
! RIJCOSX wB97M-V def2-TZVPD def2/J DEFGRID3
* xyz 0 5
Fe 0.434 -0.205 -0.291
N 0.794 1.435 1.151
N -0.302 2.146 1.633
C -1.553 1.882 1.193
N -2.514 2.661 1.720
S -1.922 0.694 0.080
H 1.282 0.953 1.900
H 1.441 2.043 0.656
H -0.129 2.935 2.235
H -2.342 3.287 2.488
H -3.466 2.460 1.471
S 3.581 -1.475 -3.069
Sb 1.383 -0.691 -3.465
S 0.156 -1.855 -1.762
S 1.234 1.131 -1.901
O 2.267 -0.897 0.817
C 1.477 -1.654 1.441
O 0.227 -1.538 1.284
C 2.009 -2.694 2.370
C 3.378 -2.931 2.428
C 3.882 -3.907 3.275
C 3.024 -4.645 4.074
C 1.665 -4.387 4.001
C 1.135 -3.430 3.158
N 0.749 -5.165 4.856
O 1.236 -6.015 5.575
O -0.433 -4.896 4.807
H 4.031 -2.345 1.796
H 4.946 -4.096 3.313
H 3.385 -5.410 4.744
H 0.071 -3.260 3.106
*
```

Computed Löwdin charges, given in elementary charges: atom 1 (Fe): -0.05, atom 2 (N): -0.02, atom 3 (N): -0.05, atom 4 (C): -0.83, atom 5 (N): 0.10, atom 6 (S): 0.73, atom 7 (H): 0.11, atom 8 (H): 0.08, atom 9 (H): 0.15, atom 10 (H): 0.11, atom 11 (H): 0.10, atom 12 (S): -0.08, atom 13 (Sb): 0.29, atom 14 (S): 0.06, atom 15 (S): -0.01, atom 16 (O): -0.07, atom 17 (C): -0.62, atom 18 (O): -0.11, atom 19 (C): -0.11, atom 20 (C): 0.01, atom 21 (C): -0.05, atom 22 (C): 0.01, atom 23 (C): -0.13, atom 24 (C): 0.07, atom 25 (N): -0.35, atom 26 (O): 0.08, atom 27 (O): 0.08, atom 28 (H): 0.12, atom 29 (H): 0.11, atom 30 (H): 0.12, atom 31 (H): 0.13


(3)
The following is a quantum chemistry calculation of an isolated ion of composition C6H12ClN2 and charge +1 in a non-equilibrium geometry, from the Open Molecules 2025 dataset.

Properties
* energy: -21911.738 eV
* gap between HOMO and LUMO: 10.0586 eV

Structure (ORCA input):
```
! RIJCOSX wB97M-V def2-TZVPD def2/J DEFGRID3
* xyz 1 1
Cl 1.436 0.041 -2.568
C 0.263 -0.166 -1.205
C -1.000 0.681 -1.246
C -0.720 1.891 -0.342
N 0.029 1.248 0.832
C 1.018 0.320 0.256
C 1.088 -0.976 0.969
N -0.032 -1.790 0.566
C -0.254 -1.573 -0.820
H -1.899 0.138 -0.927
H -1.173 1.074 -2.251
H 0.018 2.509 -0.825
H -1.561 2.462 -0.069
H 0.459 1.784 1.560
H -0.553 0.448 1.127
H 2.009 0.840 0.201
H 2.147 -1.349 0.768
H 1.029 -0.849 2.025
H -0.119 -2.762 0.842
H -1.274 -1.647 -1.076
H 0.287 -2.340 -1.335
*
```

Computed Löwdin charges, given in elementary charges: atom 1 (Cl): 0.69, atom 2 (C): -0.64, atom 3 (C): -0.15, atom 4 (C): -0.05, atom 5 (N): 0.11, atom 6 (C): -0.22, atom 7 (C): -0.20, atom 8 (N): -0.03, atom 9 (C): -0.21, atom 10 (H): 0.13, atom 11 (H): 0.13, atom 12 (H): 0.13, atom 13 (H): 0.12, atom 14 (H): 0.19, atom 15 (H): 0.17, atom 16 (H): 0.17, atom 17 (H): 0.16, atom 18 (H): 0.12, atom 19 (H): 0.15, atom 20 (H): 0.10, atom 21 (H): 0.12


(4)
The following is a quantum chemistry calculation of one molecule with the formula C8H8N2O2S in a non-equilibrium geometry, from the Open Molecules 2025 dataset.

Properties
* energy: -26331.289 eV
* gap between HOMO and LUMO (spin up / spin down): 8.2858 / 8.2868 eV

Structure (ORCA input):
```
! RIJCOSX wB97M-V def2-TZVPD def2/J DEFGRID3
* xyz 0 1
C -1.017 1.506 -2.143
C -1.875 1.599 -1.095
C 0.057 0.578 -1.989
C -1.624 0.942 0.096
C 0.327 -0.121 -0.823
C -0.492 0.155 0.268
C 1.549 -1.036 -0.700
C 1.493 -1.559 0.647
N 1.745 -0.683 1.601
N 0.958 -0.437 2.607
O -1.100 -1.888 2.040
O -1.348 0.416 2.859
S -0.620 -0.525 2.060
H -1.109 2.189 -3.072
H -2.739 2.292 -0.989
H 0.833 0.388 -2.733
H -2.374 1.177 0.848
H 1.420 -2.051 -1.312
H 2.594 -0.620 -0.968
H 0.834 -2.335 1.095
H 2.490 0.012 1.703
*
```

Computed Löwdin charges, given in elementary charges: atom 1 (C): -0.06, atom 2 (C): -0.10, atom 3 (C): -0.03, atom 4 (C): -0.08, atom 5 (C): -0.22, atom 6 (C): -0.15, atom 7 (C): -0.13, atom 8 (C): -0.13, atom 9 (N): -0.13, atom 10 (N): -0.11, atom 11 (O): -0.33, atom 12 (O): -0.31, atom 13 (S): 0.66, atom 14 (H): 0.14, atom 15 (H): 0.12, atom 16 (H): 0.11, atom 17 (H): 0.11, atom 18 (H): 0.16, atom 19 (H): 0.16, atom 20 (H): 0.14, atom 21 (H): 0.18


Which of these has the highest energy? C7H14


Look up the energy of the fourth one. -26331.289 eV


What did the third record say?
The following is a quantum chemistry calculation of an isolated ion of composition C6H12ClN2 and charge +1 in a non-equilibrium geometry, from the Open Molecules 2025 dataset.

Properties
* energy: -21911.738 eV
* gap between HOMO and LUMO: 10.0586 eV

Structure (ORCA input):
```
! RIJCOSX wB97M-V def2-TZVPD def2/J DEFGRID3
* xyz 1 1
Cl 1.436 0.041 -2.568
C 0.263 -0.166 -1.205
C -1.000 0.681 -1.246
C -0.720 1.891 -0.342
N 0.029 1.248 0.832
C 1.018 0.320 0.256
C 1.088 -0.976 0.969
N -0.032 -1.790 0.566
C -0.254 -1.573 -0.820
H -1.899 0.138 -0.927
H -1.173 1.074 -2.251
H 0.018 2.509 -0.825
H -1.561 2.462 -0.069
H 0.459 1.784 1.560
H -0.553 0.448 1.127
H 2.009 0.840 0.201
H 2.147 -1.349 0.768
H 1.029 -0.849 2.025
H -0.119 -2.762 0.842
H -1.274 -1.647 -1.076
H 0.287 -2.340 -1.335
*
```

Computed Löwdin charges, given in elementary charges: atom 1 (Cl): 0.69, atom 2 (C): -0.64, atom 3 (C): -0.15, atom 4 (C): -0.05, atom 5 (N): 0.11, atom 6 (C): -0.22, atom 7 (C): -0.20, atom 8 (N): -0.03, atom 9 (C): -0.21, atom 10 (H): 0.13, atom 11 (H): 0.13, atom 12 (H): 0.13, atom 13 (H): 0.12, atom 14 (H): 0.19, atom 15 (H): 0.17, atom 16 (H): 0.17, atom 17 (H): 0.16, atom 18 (H): 0.12, atom 19 (H): 0.15, atom 20 (H): 0.10, atom 21 (H): 0.12